C3H5AlNO3 | wB97M-V/def2-TZVPD

As for the HOMO energy: -24.103 eV. The LUMO energy is -20.159 eV. Its molar mass is 130.059 g/mol. The value obtained for the gap between HOMO and LUMO is 3.94 eV.

ORCA input file:
```
! RIJCOSX wB97M-V def2-TZVPD def2/J DEFGRID3
* xyz 3 1
N -0.612 1.815 -1.050
C -0.639 0.586 -0.205
C 0.601 0.485 0.893
O 0.791 -0.985 0.924
C 0.054 -1.561 -0.161
O -0.324 -2.717 -0.378
O -0.294 -0.520 -1.105
H -1.613 2.082 -1.168
H -0.245 1.472 -1.973
H -1.640 0.397 0.364
H 0.154 0.866 1.892
H 1.605 0.963 0.591
Al 2.162 -2.882 1.376
*
```

So, what does the natural (NBO) scheme give us? The charges, in e, come out as:
1 N -0.334
2 C 0.154
3 C -0.050
4 O -0.538
5 C 0.944
6 O -0.258
7 O -0.304
8 H 0.477
9 H 0.462
10 H 0.378
11 H 0.328
12 H 0.321
13 Al 1.421



C4H8NO3 | wB97M-V/def2-TZVPD

As for the HOMO energy: -4.504 eV. The LUMO energy is 3.926 eV. Its molar mass is 118.112 g/mol. The value obtained for the gap between HOMO and LUMO is 8.43 eV.

ORCA input file:
```
! RIJCOSX wB97M-V def2-TZVPD def2/J DEFGRID3
* xyz -1 1
C -1.665 0.716 -0.990
C -0.777 1.735 -1.601
O -0.970 2.171 -2.734
N 0.289 2.201 -0.882
H 1.055 2.672 -1.329
H 0.590 1.573 -0.121
H -1.929 -0.140 -1.618
H -2.590 1.279 -0.788
H -1.344 0.265 -0.042
C 1.655 -1.953 1.595
C 0.177 -1.488 1.331
O -0.603 -2.439 1.160
O 0.056 -0.250 1.132
H 1.992 -1.599 2.572
H 2.467 -1.688 0.898
H 1.596 -3.054 1.418
*
```

So, what does the natural (NBO) scheme give us? The charges, in e, come out as:
1 C -0.759
2 C 0.680
3 O -0.670
4 N -0.841
5 H 0.379
6 H 0.425
7 H 0.231
8 H 0.214
9 H 0.305
10 C -0.756
11 C 0.784
12 O -0.758
13 O -0.824
14 H 0.195
15 H 0.190
16 H 0.205



C21H26NO3 | wB97M-V/def2-TZVPD

As for the HOMO energy: -11.621 eV. The LUMO energy is -2.795 eV. Its molar mass is 340.443 g/mol. The value obtained for the gap between HOMO and LUMO is 8.83 eV.

ORCA input file:
```
! RIJCOSX wB97M-V def2-TZVPD def2/J DEFGRID3
* xyz 1 1
C -6.880 1.917 1.249
O -5.900 1.306 2.113
C -4.584 1.353 1.801
C -3.707 0.654 2.644
C -2.362 0.616 2.374
C -1.796 1.255 1.246
C -0.367 0.739 0.774
O 0.437 1.634 0.073
C 0.774 2.819 0.923
C -2.670 2.028 0.468
C -4.037 2.071 0.730
H -7.851 1.587 1.641
H -6.801 3.016 1.302
H -6.760 1.585 0.203
H -4.128 0.113 3.482
H -1.734 -0.095 2.920
H 0.140 0.400 1.701
H 0.993 3.643 0.243
H -0.071 3.171 1.583
H 1.740 2.703 1.539
H -2.321 2.425 -0.495
H -4.695 2.645 0.100
C 0.795 -3.514 -3.298
C 0.364 -2.415 -2.320
N 1.426 -1.757 -1.574
C 1.068 -0.756 -0.673
C -0.252 -0.480 -0.552
C 2.204 -0.091 -0.005
C 2.496 -0.388 1.334
C 3.654 0.115 1.932
C 4.551 0.911 1.245
C 4.251 1.227 -0.073
C 3.106 0.739 -0.697
C 2.836 -2.154 -1.709
C 3.014 -3.412 -2.542
O 2.155 -3.402 -3.676
H 0.580 -4.479 -2.792
H 0.198 -3.402 -4.219
H -0.190 -1.660 -2.900
H -0.323 -2.884 -1.602
H -0.985 -0.347 0.390
H -0.889 -0.985 -1.324
H 1.811 -1.035 1.887
H 3.845 -0.136 2.974
H 5.456 1.274 1.717
H 4.929 1.870 -0.632
H 2.907 0.996 -1.746
H 3.436 -1.354 -2.179
H 3.280 -2.332 -0.718
H 4.023 -3.448 -2.969
H 2.836 -4.285 -1.893
*
```

So, what does the natural (NBO) scheme give us? The charges, in e, come out as:
1 C -0.262
2 O -0.478
3 C 0.355
4 C -0.252
5 C -0.174
6 C -0.172
7 C 0.121
8 O -0.535
9 C -0.297
10 C -0.107
11 C -0.314
12 H 0.220
13 H 0.190
14 H 0.186
15 H 0.243
16 H 0.214
17 H 0.232
18 H 0.220
19 H 0.213
20 H 0.208
21 H 0.221
22 H 0.233
23 C -0.069
24 C -0.258
25 N -0.351
26 C 0.352
27 C -0.541
28 C -0.105
29 C -0.232
30 C -0.189
31 C -0.203
32 C -0.214
33 C -0.138
34 C -0.242
35 C -0.080
36 O -0.502
37 H 0.175
38 H 0.217
39 H 0.205
40 H 0.209
41 H 0.429
42 H 0.308
43 H 0.218
44 H 0.229
45 H 0.236
46 H 0.231
47 H 0.220
48 H 0.213
49 H 0.221
50 H 0.222
51 H 0.172



C3H8O4 | wB97M-V/def2-TZVPD

The SMILES is O=C(O)CCO.O. As for the HOMO energy: -10.545 eV. The LUMO energy is 0.468 eV. Its molar mass is 108.093 g/mol. The value obtained for the gap between HOMO and LUMO is 11.01 eV.

ORCA input file:
```
! RIJCOSX wB97M-V def2-TZVPD def2/J DEFGRID3
* xyz 0 1
O 0.518 -2.193 -0.456
C -0.105 -1.508 0.363
O -1.455 -1.854 0.525
C 0.551 -0.411 1.349
C 0.289 1.065 1.124
O -1.045 1.274 0.670
H -1.595 -2.763 0.062
H -0.092 -0.677 2.226
H 1.617 -0.736 1.456
H 0.436 1.660 2.088
H 0.853 1.543 0.275
H -1.079 1.125 -0.276
O 0.218 1.499 -3.181
H 0.573 1.157 -2.432
H 0.318 0.820 -3.793
*
```

So, what does the natural (NBO) scheme give us? The charges, in e, come out as:
1 O -0.606
2 C 0.789
3 O -0.706
4 C -0.529
5 C -0.064
6 O -0.717
7 H 0.504
8 H 0.240
9 H 0.252
10 H 0.200
11 H 0.168
12 H 0.469
13 O -0.917
14 H 0.453
15 H 0.465



C2H6NO3 | wB97M-V/def2-TZVPD

As for the HOMO energy (spin up / spin down): -9.503 / -9.479 eV. The LUMO energy (spin up / spin down) is 0.497 / -4.363 eV. As for the expectation value of S²: 0.758. Its molar mass is 92.074 g/mol. The value obtained for the gap between HOMO and LUMO (spin up / spin down) is 10.00 / 5.12 eV.

ORCA input file:
```
! RIJCOSX wB97M-V def2-TZVPD def2/J DEFGRID3
* xyz 0 2
C 0.707 0.103 2.094
O 0.670 -1.205 1.626
H 1.362 0.760 1.467
H -0.278 0.627 2.024
H 1.084 0.055 3.139
N -0.775 0.286 -2.552
C -0.414 -0.035 -1.228
O -0.179 -1.258 -0.968
O -0.366 0.942 -0.446
H -0.873 1.297 -2.722
H -1.196 -0.368 -3.154
H 0.258 -1.204 0.720
*
```

So, what does the natural (NBO) scheme give us? The charges, in e, come out as:
1 C -0.247
2 O -0.738
3 H 0.151
4 H 0.157
5 H 0.187
6 N -0.824
7 C 0.828
8 O -0.519
9 O -0.292
10 H 0.404
11 H 0.414
12 H 0.478



C27H48F12O11SSi2 | wB97M-V/def2-TZVPD

As for the HOMO energy: -10.184 eV. The LUMO energy is 0.038 eV. Its molar mass is 864.885 g/mol. The value obtained for the gap between HOMO and LUMO is 10.22 eV.

ORCA input file:
```
! RIJCOSX wB97M-V def2-TZVPD def2/J DEFGRID3
* xyz 0 1
C -3.104 -2.180 2.722
C -2.762 -1.522 1.333
C -3.834 -1.808 0.234
C -4.897 -0.668 0.013
C -5.242 0.171 1.275
C -6.066 1.476 0.904
C -5.177 2.744 0.744
C -3.931 2.552 -0.185
C -2.644 2.074 0.554
C -1.431 3.070 0.469
Si -0.138 2.401 1.712
O 0.211 3.515 2.968
Si -0.922 3.236 4.259
S 1.695 1.771 0.686
C 1.227 0.458 -0.508
O 2.613 1.165 1.707
O 2.386 2.911 0.022
H -3.716 -3.091 2.585
H -3.649 -1.417 3.316
H -2.194 -2.417 3.305
H -2.566 -0.453 1.519
H -1.792 -1.959 1.005
H -4.319 -2.775 0.449
H -3.284 -1.907 -0.719
H -4.580 -0.076 -0.862
H -5.839 -1.175 -0.290
H -5.899 -0.431 1.928
H -4.367 0.524 1.844
H -6.714 1.655 1.790
H -6.722 1.303 0.033
H -5.783 3.550 0.277
H -4.808 3.154 1.706
H -3.696 3.560 -0.595
H -4.152 1.935 -1.078
H -2.835 1.899 1.636
H -2.288 1.114 0.123
H -1.730 4.100 0.737
H -1.005 3.006 -0.555
H -0.662 1.168 2.337
H -0.410 3.886 5.475
H -2.187 3.856 3.851
H -1.100 1.803 4.515
H 0.710 -0.375 0.007
H 2.099 0.083 -1.067
H 0.492 0.907 -1.209
C 6.356 -0.581 -0.152
C 6.406 -2.088 -0.302
O 5.728 -2.509 -1.498
C 6.422 -2.398 -2.629
O 7.535 -1.983 -2.714
C 5.595 -2.920 -3.800
F 4.339 -2.461 -3.770
F 5.527 -4.254 -3.785
F 6.112 -2.565 -4.969
H 5.324 -0.227 -0.191
H 6.800 -0.271 0.793
H 6.893 -0.089 -0.963
H 5.882 -2.557 0.531
H 7.432 -2.457 -0.288
C 2.455 5.514 -2.244
C 2.375 7.022 -2.130
O 1.011 7.470 -2.217
C 0.296 7.366 -1.098
O 0.699 6.938 -0.062
C -1.110 7.914 -1.324
F -1.641 7.471 -2.466
F -1.104 9.248 -1.383
F -1.940 7.566 -0.346
H 1.963 5.174 -3.157
H 3.493 5.183 -2.257
H 1.952 5.029 -1.407
H 2.903 7.487 -2.962
H 2.840 7.382 -1.211
C 0.548 -5.769 -3.889
C 0.465 -4.260 -3.787
O -0.887 -3.805 -3.957
C -1.667 -3.897 -2.881
O -1.326 -4.321 -1.821
C -3.053 -3.338 -3.191
F -3.524 -3.777 -4.358
F -3.032 -2.002 -3.259
F -3.941 -3.671 -2.262
H 0.112 -6.113 -4.828
H 1.586 -6.100 -3.838
H -0.006 -6.249 -3.082
H 1.044 -3.803 -4.589
H 0.876 -3.897 -2.844
C 3.029 -1.951 2.779
C 2.483 -3.158 2.045
O 2.252 -4.254 2.945
C 1.119 -4.196 3.641
O 0.314 -3.320 3.568
C 0.980 -5.436 4.518
F 2.113 -5.720 5.164
F 0.662 -6.508 3.788
F 0.032 -5.288 5.436
H 3.928 -2.218 3.339
H 3.272 -1.151 2.079
H 2.307 -1.566 3.499
H 3.213 -3.509 1.316
H 1.570 -2.917 1.497
*
```

Here are the Löwdin charges for atoms 1 to 99, given in e:
1 C -0.092
2 C -0.248
3 C -0.190
4 C -0.185
5 C -0.193
6 C -0.191
7 C -0.199
8 C -0.193
9 C -0.291
10 C -0.248
11 Si 0.483
12 O -0.444
13 Si 0.573
14 S 0.553
15 C -0.163
16 O -0.422
17 O -0.396
18 H 0.072
19 H 0.064
20 H 0.052
21 H 0.054
22 H 0.095
23 H 0.105
24 H 0.072
25 H 0.089
26 H 0.113
27 H 0.113
28 H 0.079
29 H 0.103
30 H 0.109
31 H 0.105
32 H 0.110
33 H 0.104
34 H 0.102
35 H 0.074
36 H 0.095
37 H 0.089
38 H 0.079
39 H 0.011
40 H -0.064
41 H -0.058
42 H -0.060
43 H 0.060
44 H 0.070
45 H 0.061
46 C -0.051
47 C -0.196
48 O 0.026
49 C -0.399
50 O 0.183
51 C -0.558
52 F 0.159
53 F 0.170
54 F 0.179
55 H 0.077
56 H 0.088
57 H 0.079
58 H 0.117
59 H 0.127
60 C -0.060
61 C -0.196
62 O 0.032
63 C -0.401
64 O 0.178
65 C -0.558
66 F 0.167
67 F 0.172
68 F 0.169
69 H 0.084
70 H 0.087
71 H 0.053
72 H 0.124
73 H 0.127
74 C -0.056
75 C -0.199
76 O 0.033
77 C -0.398
78 O 0.173
79 C -0.560
80 F 0.174
81 F 0.163
82 F 0.169
83 H 0.085
84 H 0.083
85 H 0.078
86 H 0.125
87 H 0.123
88 C -0.056
89 C -0.196
90 O 0.037
91 C -0.393
92 O 0.167
93 C -0.559
94 F 0.170
95 F 0.172
96 F 0.176
97 H 0.086
98 H 0.054
99 H 0.081